[1]
13
Properties=species:S:1:pos:R:3:forces:R:3:nbo_charge:R:1 method="wB97M-V/def2-TZVPD" total_charge=0 gap_ev=9.34 e_lumo_ev=0.48
C -1.93575 1.89357 0.84050 0.827 -0.005 -0.298 -0.73
S -0.12296 1.77693 0.63188 -0.186 0.233 -0.001 0.07
S 0.49624 0.95718 2.39938 -0.060 -0.051 -0.077 -0.12
H -2.37530 0.95512 0.53475 -0.306 -0.158 0.274 0.22
H -2.26300 2.67561 0.17127 -0.108 0.234 -0.242 0.23
H -2.14131 2.19543 1.85441 -0.238 -0.155 0.277 0.23
H 0.32857 -0.33216 2.06832 0.031 -0.085 0.087 0.12
C 1.52538 -2.16026 -1.30018 -0.356 0.469 -0.725 -0.72
S 1.36917 -0.59447 -2.23444 0.194 -0.026 -0.104 -0.07
H 2.54979 -2.47771 -1.43804 0.214 -0.045 0.350 0.22
H 1.25367 -1.98590 -0.26720 0.211 -0.193 0.143 0.22
H 0.88639 -2.90033 -1.76764 -0.170 -0.150 0.201 0.21
H 0.42912 -0.00299 -1.49302 -0.055 -0.067 0.115 0.13

***

[2]
13
Properties=species:S:1:pos:R:3:forces:R:3:nbo_charge:R:1 method="wB97M-V/def2-TZVPD" spin_multiplicity=2 total_charge=+1 gap_ev="9.99 / 4.03" e_lumo_ev="-4.02 / -8.87"
C -2.40566 1.98920 0.36873 0.291 -0.274 -0.246 -0.72
S -2.75393 0.09693 0.49486 0.785 1.612 0.034 0.37
H -2.22208 2.45389 1.39322 -0.293 -1.021 -1.262 0.27
H -1.48011 2.09652 -0.28757 -1.473 0.000 0.871 0.25
H -3.33874 2.44973 -0.08363 1.216 -0.609 0.417 0.27
H -1.88532 -0.33416 -0.45496 -0.324 0.318 0.015 0.14
C 1.46190 -1.62169 -1.49298 0.847 2.924 -0.205 -0.76
S 0.79514 -0.84901 -0.01521 1.665 -0.071 0.499 0.30
S 2.44872 0.44519 0.29600 -0.597 -1.693 1.710 0.01
H 1.33331 -0.92634 -2.30503 0.056 0.691 -0.379 0.24
H 0.90389 -2.39128 -1.80274 -2.243 -3.323 -0.575 0.24
H 2.50536 -1.86764 -1.51985 0.496 -0.137 0.846 0.27
H 2.00720 1.22438 -0.60428 -0.425 1.583 -1.725 0.12

***

[3]
17
Properties=species:S:1:pos:R:3:forces:R:3:nbo_charge:R:1 method="wB97M-V/def2-TZVPD" total_charge=0 gap_ev="8.82 / 8.82" e_lumo_ev="-0.67 / -0.67"
B -1.49046 -0.12924 0.34687 -0.683 -2.793 0.622 0.93
B 1.64442 0.19821 -0.00548 1.432 -0.213 -0.983 1.12
C -2.97796 0.10902 -0.15220 1.903 0.039 1.206 -0.94
C 3.04526 -0.01937 0.73294 -3.416 -3.364 1.020 -0.98
N -0.59921 0.88637 0.24548 0.564 6.127 -2.546 -0.46
O -0.98645 -1.34666 0.91352 -0.332 1.074 -0.365 -0.90
O 1.37886 -0.43368 -1.19751 0.642 -0.303 0.251 -0.88
O 0.75709 1.08256 0.54699 -2.007 -0.490 0.407 -0.54
H -3.24200 1.13309 -0.10430 -0.415 1.095 0.560 0.23
H -3.60273 -0.50740 0.42885 -1.237 -0.612 0.547 0.22
H -3.06274 -0.10283 -1.16303 -0.200 -0.941 -2.043 0.24
H 3.03254 0.39295 1.72337 -0.059 -0.052 0.634 0.24
H 3.92750 0.23698 0.31161 2.600 1.029 -1.852 0.23
H 3.07047 -1.21155 0.78418 0.102 2.294 0.336 0.22
H -1.27700 2.23310 -0.62337 2.070 -3.688 2.344 0.29
H -1.61673 -2.02342 1.18126 -0.082 0.373 -0.257 0.49
H 2.16392 -0.96609 -1.44678 -0.881 0.427 0.121 0.49

***

[4]
16
Properties=species:S:1:pos:R:3:forces:R:3:nbo_charge:R:1 method="wB97M-V/def2-TZVPD" total_charge=0 gap_ev="8.69 / 7.73" e_lumo_ev="0.26 / -0.11"
B -0.48533 0.19876 1.32736 0.476 -1.013 2.869 1.00
C 1.06630 -0.79924 -1.09329 -0.757 1.526 0.072 -0.50
C -0.04683 1.61841 1.21424 0.368 1.532 -0.398 -0.59
N -0.72240 0.63769 -1.74121 0.056 0.040 0.368 -0.59
N 0.50817 0.60080 -1.17300 -0.229 -2.176 -0.090 -0.17
O -1.64428 -0.28023 0.76316 -0.955 -1.587 0.510 -0.92
O 0.15350 -0.54680 2.39419 -0.514 0.586 -1.338 -0.91
H 1.40279 -1.08275 -2.07183 0.030 -0.245 -0.715 0.21
H 1.92588 -0.55988 -0.52727 1.127 -0.638 0.853 0.22
H 0.47770 -1.63635 -0.64804 0.002 0.885 -0.182 0.19
H -0.72116 2.36890 0.83829 -0.353 0.021 -0.582 0.18
H 0.76879 2.16614 1.69952 0.049 -0.951 -0.111 0.20
H -1.42349 -0.08016 -1.52036 0.749 -0.282 0.028 0.36
H -1.07819 1.47792 -1.35051 -0.897 1.128 -0.480 0.36
H -1.97946 -1.13013 1.17848 0.802 1.560 -0.867 0.49
H -0.50768 -1.00837 2.91143 0.045 -0.386 0.063 0.47

***

[5]
12
Properties=species:S:1:pos:R:3:forces:R:3:nbo_charge:R:1 method="wB97M-V/def2-TZVPD" spin_multiplicity=2 total_charge=-1 gap_ev="2.97 / 10.25" e_lumo_ev="4.42 / 4.43"
N 2.32862 -2.28160 -0.83612 -0.252 0.157 -0.197 -1.46
H 1.82577 -3.14604 -1.05435 0.151 0.072 -0.010 0.30
H 1.66752 -1.54173 -1.10438 0.004 -0.030 0.265 0.26
H 3.06822 -2.18744 -1.53091 0.097 -0.183 -0.039 0.30
C -1.27835 0.75197 1.09295 1.071 0.329 0.040 -0.77
C -1.25163 1.78304 -0.05018 -1.767 0.539 0.886 -0.78
H -0.24102 0.55523 1.38493 -0.086 -0.153 -0.007 0.21
H -1.67163 -0.20826 0.78696 -0.325 -0.140 0.097 0.20
H -1.73885 1.14942 1.99915 -0.396 -0.211 -0.104 0.18
H -1.93765 1.50292 -0.85512 0.857 -0.392 -0.440 0.20
H -1.80780 2.68342 0.28386 0.689 0.024 0.131 0.17
H -0.23336 2.04511 -0.30316 -0.043 -0.011 -0.622 0.20

***

[6]
13
Properties=species:S:1:pos:R:3:forces:R:3:nbo_charge:R:1 method="wB97M-V/def2-TZVPD" total_charge=+1 gap_ev=11.48 e_lumo_ev=-3.32
N -1.42092 -1.19413 -0.01208 1.558 -2.172 -0.211 -1.00
H -2.18370 -0.93667 0.56270 -0.933 0.556 0.784 0.41
H -0.77090 -1.75270 0.58440 -0.889 0.277 -0.637 0.41
H -0.68410 -0.16211 -0.44856 -1.500 0.999 0.211 0.44
H -1.80674 -1.80503 -0.73474 0.253 -0.007 0.143 0.42
C 1.69639 -0.07662 0.61372 -0.131 -0.159 -0.898 -0.38
C 1.12615 0.95268 -0.04865 -0.573 0.830 0.376 -0.04
N -0.33937 0.99637 -0.51182 2.533 1.127 -2.797 -0.80
H 1.40179 -1.15498 0.67584 -0.676 1.331 -0.042 0.21
H 2.68824 -0.03013 1.07270 -0.176 0.706 -0.551 0.25
H 1.55155 1.96303 -0.28432 0.178 -1.316 0.838 0.23
H -0.86744 1.68564 0.01215 -0.061 -0.354 0.920 0.42
H -0.39095 1.51463 -1.48135 0.417 -1.821 1.864 0.43

***

[7]
13
Properties=species:S:1:pos:R:3:forces:R:3:nbo_charge:R:1 method="wB97M-V/def2-TZVPD" total_charge=+1 gap_ev=11.47 e_lumo_ev=-3.53
N 0.06724 1.23010 0.67288 0.587 -0.293 0.541 -0.86
C -0.99339 0.45017 0.06500 0.145 0.542 0.000 -0.26
C -0.36259 -0.91740 -0.25450 -0.120 -1.387 -0.515 -0.23
N 1.11726 -0.83199 -0.55270 0.543 2.983 0.980 -0.74
H 0.01502 2.23652 0.61865 -0.259 -0.003 -0.139 0.41
H 0.14360 0.95599 1.64649 0.097 0.404 0.121 0.38
H -1.41914 0.97553 -0.76994 0.306 0.082 -0.817 0.23
H -1.86307 0.35384 0.71630 0.144 -0.584 0.175 0.23
H -0.80930 -1.44814 -1.11551 -0.041 0.200 0.785 0.25
H -0.38360 -1.50454 0.65296 -0.405 -0.465 -0.024 0.23
H 1.25061 0.16158 -0.14654 -0.461 0.528 -0.675 0.46
H 1.41704 -0.77069 -1.52505 -0.028 -0.510 0.144 0.45
H 1.83072 -1.17162 0.10131 -0.507 -1.498 -0.578 0.45

***

[8]
13
Properties=species:S:1:pos:R:3:forces:R:3:nbo_charge:R:1 method="wB97M-V/def2-TZVPD" spin_multiplicity=2 total_charge=+2 gap_ev="11.25 / 9.58" e_lumo_ev="-9.78 / -13.18"
N -1.48848 -1.54061 -0.16885 1.841 -1.123 0.543 -0.89
H -0.65643 -0.83290 -0.23488 -1.520 -1.889 0.664 0.44
H -1.41396 -2.03121 -1.04309 -0.178 -0.632 -0.823 0.46
H -1.60024 -2.29062 0.56974 0.881 1.116 -0.467 0.49
H -2.33983 -1.06509 -0.18062 -2.074 1.283 -0.098 0.45
C 1.41040 1.35349 1.06420 1.374 1.714 1.052 -0.06
C 0.32408 0.97564 0.30032 1.770 -0.027 -1.279 0.12
N 0.55921 0.18907 -0.85231 0.306 2.035 2.547 -0.71
H 2.35827 0.84241 0.88402 -0.026 -0.006 0.382 0.24
H 1.50328 2.35823 1.67878 -0.690 -2.231 -1.024 0.32
H -0.59924 1.44960 0.44964 -1.459 0.487 -0.157 0.25
H 1.49050 -0.19743 -0.80301 0.476 -0.346 -0.429 0.43
H 0.45244 0.78940 -1.66396 -0.702 -0.381 -0.910 0.47

***

[9]
13
Properties=species:S:1:pos:R:3:forces:R:3:nbo_charge:R:1 method="wB97M-V/def2-TZVPD" spin_multiplicity=2 total_charge=+2 gap_ev="11.79 / 4.61" e_lumo_ev="-9.91 / -15.26"
N -0.81600 0.31085 2.28774 0.342 -0.233 -0.028 -0.87
H -0.61259 -0.30431 0.57904 0.197 0.401 1.078 0.46
H -0.82291 -0.47244 2.94677 -0.070 -0.026 -0.219 0.43
H -1.59868 0.93112 2.50561 0.025 -0.019 -0.296 0.44
H 0.07482 0.80254 2.37560 -0.188 0.121 0.109 0.41
C 0.92201 0.40224 -2.21664 0.609 -0.281 -1.122 -0.05
C 0.93412 -0.02124 -0.92252 -1.422 -0.649 1.709 0.15
N -0.29684 -0.63148 -0.39999 -0.142 0.419 -1.554 -0.74
H 0.07510 0.23215 -2.87968 -0.202 0.283 0.200 0.25
H 1.82565 0.73211 -2.72468 0.094 0.199 0.283 0.29
H 1.68020 0.04808 -0.14156 0.582 0.108 -0.492 0.27
H -1.06518 -0.36546 -1.03317 -0.145 -0.277 0.074 0.46
H -0.29969 -1.66417 -0.37652 0.319 -0.044 0.258 0.50

***

[10]
14
Properties=species:S:1:pos:R:3:forces:R:3:nbo_charge:R:1 method="wB97M-V/def2-TZVPD" total_charge=-1 gap_ev=6.67 e_lumo_ev=4.26
C -1.18940 1.21848 0.15559 0.599 0.421 -0.267 -0.43
N 0.27229 1.39495 -0.04094 0.258 -0.517 -0.079 -0.71
C 0.62016 0.50035 -1.22799 -0.738 -0.628 0.517 0.15
O -0.29060 0.48650 -2.16518 -0.199 -0.096 -0.787 -0.94
H -1.68985 1.62792 -0.72359 -0.424 -0.279 0.071 0.20
H -1.51948 1.76577 1.04648 0.019 -0.249 0.099 0.15
H -1.43160 0.12355 0.21035 0.272 1.016 0.122 0.19
H 0.52402 2.32523 -0.40897 -0.848 -0.341 0.436 0.32
H 0.82364 -0.52389 -0.76278 -0.133 0.196 0.045 0.02
H 1.59248 0.84061 -1.55115 1.216 0.461 -0.177 0.07
N 0.34498 -2.47876 1.38534 -0.301 -0.197 -0.383 -1.11
H 0.73311 -2.34993 2.30281 0.201 0.199 0.112 0.34
H 0.76999 -3.30888 0.96320 -0.115 0.810 -0.007 0.35
H 0.44024 -1.62191 0.81682 0.195 -0.795 0.299 0.39